Entry 1:
Molecular formula: C5H11NO
Method: DFT, ωB97M-V/def2-TZVPD

Values from the calculation:
Total charge   0
HOMO   -7.992 eV
Molecular weight   101.15 g/mol
Structure (SMILES)   C=C(N)CCCO
E_tot   -8898.97692 eV

Last column: Löwdin charge in e.
CARTESIAN COORDINATES (ANGSTROEM)
C1 -0.983 0.111 1.418  0.041
C2 -0.022 -0.798 1.141  -0.420
N1 0.530 -1.615 2.122  0.080
C3 0.573 -0.763 -0.243  -0.205
C4 0.703 0.528 -0.993  -0.167
C5 -0.566 0.807 -1.986  -0.190
O1 -1.331 1.858 -1.401  -0.100
H1 -1.419 0.862 0.802  0.036
H2 -1.405 -0.133 2.395  0.050
H3 1.520 -1.766 2.154  0.084
H4 0.006 -1.511 2.974  0.079
H5 1.595 -1.130 -0.004  0.106
H6 0.363 -1.622 -0.876  0.121
H7 0.922 1.369 -0.353  0.104
H8 1.651 0.409 -1.512  0.098
H9 -1.222 -0.050 -1.805  0.115
H10 -0.091 0.956 -2.940  0.098
H11 -0.824 2.489 -0.894  0.071


Entry 2:
Molecular formula: C5H11NO
Method: DFT, ωB97M-V/def2-TZVPD

Values from the calculation:
Total charge   0
HOMO   -8.883 eV
Molecular weight   101.15 g/mol
Structure (SMILES)   CCC(=O)N(C)C
E_tot   -8900.20296 eV

Last column: Löwdin charge in e.
CARTESIAN COORDINATES (ANGSTROEM)
C1 0.677 2.024 -0.527  -0.122
C2 0.206 1.444 0.806  -0.143
C3 -0.525 0.064 0.652  -0.462
O1 -1.477 -0.205 1.334  0.084
N1 -0.016 -0.738 -0.369  -0.184
C4 -0.767 -1.645 -1.216  -0.052
C5 1.430 -0.977 -0.341  -0.058
H1 1.758 1.795 -0.535  0.061
H2 0.798 3.115 -0.515  0.072
H3 0.187 1.746 -1.453  0.078
H4 1.000 1.514 1.532  0.108
H5 -0.696 2.020 1.044  0.110
H6 -0.321 -2.638 -1.267  0.077
H7 -0.714 -1.256 -2.244  0.086
H8 -1.808 -1.633 -0.890  0.090
H9 1.869 -0.770 0.636  0.093
H10 1.949 -0.322 -1.055  0.078
H11 1.598 -2.032 -0.533  0.082


Entry 3:
Molecular formula: C5H11NO
Method: DFT, ωB97M-V/def2-TZVPD

Values from the calculation:
Total charge   0
HOMO   -8.290 eV
Molecular weight   101.15 g/mol
Structure (SMILES)   C=C(N)/C=C/C.O
E_tot   -8899.29323 eV

Last column: Löwdin charge in e.
CARTESIAN COORDINATES (ANGSTROEM)
C1 -0.843 2.016 0.046  0.024
C2 -1.233 0.790 -0.276  -0.434
N1 -1.943 0.520 -1.484  0.059
C3 -0.971 -0.358 0.601  -0.082
C4 -0.635 -1.525 0.039  -0.150
C5 0.285 -2.507 0.703  -0.097
H1 -0.853 2.775 -0.733  0.053
H2 -0.157 2.212 0.863  0.057
H3 -2.208 1.395 -1.920  0.073
H4 -1.324 0.087 -2.165  0.080
H5 -0.825 -0.289 1.666  0.110
H6 -0.987 -1.716 -0.968  0.093
H7 1.010 -2.919 -0.005  0.074
H8 0.872 -1.944 1.432  0.072
H9 -0.209 -3.336 1.202  0.068
O1 3.856 0.840 0.376  -0.065
H10 4.205 1.489 1.000  0.032
H11 3.779 1.375 -0.423  0.032


Entry 4:
Molecular formula: C5H11NO
Method: DFT, ωB97M-V/def2-TZVPD

Values from the calculation:
Total charge   0
HOMO   -10.286 eV
Molecular weight   101.15 g/mol
Structure (SMILES)   CC(C)N=C=O.C
E_tot   -8900.88606 eV

Last column: Löwdin charge in e.
CARTESIAN COORDINATES (ANGSTROEM)
C1 -1.326 -1.400 -0.267  -0.063
C2 -1.059 0.094 -0.361  -0.428
C3 -2.153 0.952 0.255  -0.067
N1 0.148 0.412 0.429  0.108
C4 0.328 0.077 1.582  -0.329
O1 0.594 -0.212 2.692  0.155
H1 -1.474 -1.636 0.791  0.082
H2 -0.474 -1.978 -0.644  0.086
H3 -2.221 -1.702 -0.820  0.083
H4 -0.905 0.349 -1.425  0.138
H5 -3.114 0.873 -0.261  0.081
H6 -2.280 0.637 1.298  0.084
H7 -1.816 1.992 0.286  0.084
C5 3.149 0.291 -0.716  -0.049
H8 3.445 1.267 -1.081  0.010
H9 3.581 -0.492 -1.358  0.021
H10 3.526 0.187 0.308  0.021
H11 2.053 0.288 -0.709  -0.018


HOMO-LUMO gap? In order: 9.009; 9.762; 9.057; 11.140 eV.
ΔE to the lowest compared entry with this formula, charge and spin? In order: 62.7; 34.5; 55.4; 18.7 kcal/mol.
Lowest unoccupied orbital energy? In order: 1.017; 0.879; 0.768; 0.854 eV.